No. 1
{"formula": "C5H8S", "method": "ωB97M-V/def2-TZVPD", "orbital_gap_ev": [7.50, 7.49], "homo_energy_ev": [-8.57, -8.57], "e_above_lowest_kcal_mol": 85.8, "symbols": ["S", "C", "C", "C", "C", "C", "H", "H", "H", "H", "H", "H", "H", "H"], "coordinates": [[-3.11, 0.61, -0.32], [-1.77, -0.28, 0.21], [0.68, -1.00, 0.31], [-0.21, 1.65, 0.79], [1.23, -0.48, -0.98], [-0.65, 0.42, 0.70], [0.87, 1.94, 0.68], [1.56, 0.52, -0.90], [-0.84, 2.56, 1.19], [1.98, -1.16, -1.36], [0.42, -0.55, -1.87], [1.35, -0.93, 1.21], [0.13, -1.93, 0.22], [-1.64, -1.37, 0.11]]}



No. 2
{"formula": "C23H33HgN2O2P2", "method": "ωB97M-V/def2-TZVPD", "orbital_gap_ev": 5.95, "homo_energy_ev": -8.78, "charge": 1, "symbols": ["Hg", "P", "P", "O", "O", "N", "N", "C", "C", "C", "C", "C", "C", "C", "C", "C", "C", "C", "C", "C", "C", "C", "C", "C", "C", "C", "C", "C", "C", "C", "H", "H", "H", "H", "H", "H", "H", "H", "H", "H", "H", "H", "H", "H", "H", "H", "H", "H", "H", "H", "H", "H", "H", "H", "H", "H", "H", "H", "H", "H", "H", "H", "H"], "coordinates": [[0.10, 0.68, -0.19], [-0.59, 2.15, 1.61], [-0.63, -0.50, -2.19], [-1.18, 3.29, -1.67], [-2.95, 1.93, -3.43], [-2.25, 0.05, 0.29], [1.89, -0.59, 0.77], [-1.51, 3.70, 1.28], [1.44, -4.30, 2.65], [-4.71, -0.93, 1.02], [-4.23, -1.11, -0.28], [-2.43, -0.70, -2.03], [0.47, -2.28, 1.71], [-1.81, 1.08, 2.49], [3.80, -0.97, -0.74], [2.89, -2.60, 1.70], [3.00, -0.13, 0.08], [5.03, 0.96, -1.54], [4.28, 1.80, -0.71], [3.29, 1.27, 0.10], [1.77, -1.81, 1.37], [-3.93, -0.24, 1.95], [0.04, -2.19, -1.96], [-2.94, -0.66, -0.60], [0.73, 2.50, 2.80], [-0.27, 0.03, -3.91], [2.72, -3.84, 2.33], [-2.70, 0.28, 1.53], [0.31, -3.52, 2.34], [4.79, -0.42, -1.55], [-1.98, 4.09, 2.20], [-2.44, 1.70, 3.14], [0.83, 0.01, -4.08], [-0.69, -3.87, 2.58], [-1.22, 0.38, 3.12], [2.69, 1.91, 0.76], [-0.64, 1.06, -4.07], [-2.88, 0.14, -2.56], [-0.39, -1.66, 1.48], [-0.75, -0.62, -4.66], [4.46, 2.88, -0.71], [-1.09, 4.02, -2.29], [-0.31, 2.91, -1.86], [-4.24, -0.05, 2.98], [-0.29, -2.55, -0.96], [-4.82, -1.61, -1.05], [-5.68, -1.36, 1.33], [0.33, 2.94, 3.73], [5.81, 1.38, -2.17], [-3.91, 2.04, -3.29], [5.36, -1.09, -2.20], [3.60, -2.04, -0.74], [3.60, -4.44, 2.58], [1.14, -2.14, -1.98], [3.89, -2.25, 1.46], [-2.83, -1.58, -2.54], [-0.35, -2.88, -2.74], [-2.56, 2.27, -2.63], [1.25, 1.56, 3.03], [1.31, -5.26, 3.15], [-0.81, 4.46, 0.88], [-2.29, 3.52, 0.52], [1.45, 3.20, 2.35]]}



No. 3
{"formula": "C5H10N", "method": "ωB97M-V/def2-TZVPD", "orbital_gap_ev": 12.14, "homo_energy_ev": -15.40, "e_above_lowest_kcal_mol": 89.0, "charge": 1, "symbols": ["N", "C", "C", "C", "C", "C", "H", "H", "H", "H", "H", "H", "H", "H", "H", "H"], "coordinates": [[-0.16, -0.06, 0.12], [2.04, 0.04, 0.06], [-0.97, 1.15, -0.02], [-0.90, -1.26, 0.41], [1.07, 0.29, 0.85], [0.64, -0.22, -1.19], [0.98, 0.81, 1.85], [0.61, -1.25, -1.57], [-0.58, 1.92, -0.66], [3.03, 0.44, -0.23], [-1.30, 1.53, 1.04], [-0.32, -1.73, 1.19], [-1.02, -1.86, -0.42], [0.76, 0.50, -1.91], [-1.95, -1.08, 0.90], [-1.92, 0.77, -0.43]]}



Copy entry 3 word for word.
{"formula": "C5H10N", "method": "ωB97M-V/def2-TZVPD", "orbital_gap_ev": 12.14, "homo_energy_ev": -15.40, "e_above_lowest_kcal_mol": 89.0, "charge": 1, "symbols": ["N", "C", "C", "C", "C", "C", "H", "H", "H", "H", "H", "H", "H", "H", "H", "H"], "coordinates": [[-0.16, -0.06, 0.12], [2.04, 0.04, 0.06], [-0.97, 1.15, -0.02], [-0.90, -1.26, 0.41], [1.07, 0.29, 0.85], [0.64, -0.22, -1.19], [0.98, 0.81, 1.85], [0.61, -1.25, -1.57], [-0.58, 1.92, -0.66], [3.03, 0.44, -0.23], [-1.30, 1.53, 1.04], [-0.32, -1.73, 1.19], [-1.02, -1.86, -0.42], [0.76, 0.50, -1.91], [-1.95, -1.08, 0.90], [-1.92, 0.77, -0.43]]}